C30H34AsF3N4O6ReSi2 | ωB97M-V/def2-TZVPD

Properties
Energy above the lowest of the compared OMol25 structures with the same formula, charge and spin: 0.0000 eV
LUMO level (alpha / beta): -0.8 / -1.4 eV
Calculated total energy: -136785.6139 eV
⟨S²⟩: 3.791

ORCA input file:
```
! RIJCOSX wB97M-V def2-TZVPD def2/J DEFGRID3
* xyz 0 4
Re 0.306 0.673 -1.055
O -1.046 5.206 0.824
C -0.705 4.009 0.324
O -0.929 2.988 0.908
C -0.008 4.112 -0.983
C 0.309 5.363 -1.494
C 1.022 5.455 -2.676
C 1.374 4.293 -3.330
C 0.995 3.079 -2.780
N 0.325 2.973 -1.630
C 1.295 1.786 -3.528
O 1.984 1.833 -4.520
O 0.693 0.748 -3.049
H -1.483 5.064 1.674
H -0.002 6.240 -0.948
H 1.307 6.421 -3.069
H 1.918 4.292 -4.263
C 2.027 -6.573 2.146
O 2.627 -5.460 1.516
C 2.996 -4.413 2.288
C 2.823 -4.343 3.666
C 3.275 -3.233 4.361
C 3.857 -2.157 3.700
C 4.030 -2.240 2.307
C 3.622 -3.357 1.619
N 4.373 -1.100 4.478
N 4.480 0.064 4.050
C 3.852 0.530 2.903
C 4.556 1.352 2.035
C 4.066 1.674 0.777
C 2.812 1.217 0.357
O 2.351 1.349 -0.846
C 1.978 0.610 1.350
N 0.666 0.431 1.000
C -0.161 -0.060 1.916
C 0.260 -0.442 3.184
C 1.579 -0.296 3.544
C 2.482 0.245 2.615
H 1.870 -7.311 1.364
H 1.064 -6.307 2.590
H 2.679 -6.998 2.915
H 2.368 -5.158 4.212
H 3.150 -3.180 5.435
H 4.528 -1.443 1.775
H 3.772 -3.450 0.551
H 5.560 1.642 2.318
H 4.662 2.235 0.069
H -1.198 -0.140 1.625
H -0.461 -0.851 3.877
H 1.916 -0.548 4.541
F -0.146 -2.100 -0.071
C 0.430 -1.416 -1.124
F 1.726 -1.833 -1.130
F -0.152 -1.967 -2.219
C -4.188 0.169 -3.726
Si -3.129 1.468 -2.835
C -1.997 2.126 -4.199
C -4.116 2.938 -2.139
As -2.046 0.580 -0.888
Si -3.435 -1.309 -0.336
C -5.124 -0.446 -0.138
C -3.079 -2.031 1.387
C -3.450 -2.750 -1.563
H -4.718 0.627 -4.564
H -4.921 -0.314 -3.082
H -3.530 -0.604 -4.127
H -2.570 2.291 -5.114
H -1.218 1.400 -4.430
H -1.516 3.068 -3.932
H -4.788 3.393 -2.868
H -3.409 3.704 -1.807
H -4.698 2.634 -1.268
H -4.983 0.412 0.523
H -5.888 -1.093 0.293
H -5.497 -0.061 -1.088
H -3.219 -1.280 2.167
H -2.063 -2.425 1.462
H -3.767 -2.853 1.592
H -3.769 -2.442 -2.557
H -4.113 -3.545 -1.217
H -2.443 -3.162 -1.649
*
```

C41H98N9O11Pd | ωB97M-V/def2-TZVPD

Properties
Energy above the lowest of the compared OMol25 structures with the same formula, charge and spin: 0.0000 eV
LUMO level (alpha / beta): -2.0 / -3.6 eV
Calculated total energy: -83507.3976 eV
⟨S²⟩: 2.006

ORCA input file:
```
! RIJCOSX wB97M-V def2-TZVPD def2/J DEFGRID3
* xyz 1 3
Pd -5.125 -0.388 -2.407
C -0.581 -0.609 -2.000
C -1.885 -0.061 -1.393
C -1.636 1.416 -1.005
O -2.994 -0.216 -2.195
H 0.247 -0.134 -1.485
H -0.576 -0.779 -3.076
H -0.461 -1.639 -1.621
H -2.010 -0.584 -0.423
H -0.885 1.461 -0.215
H -2.512 2.050 -0.887
H -1.104 1.883 -1.854
C 2.949 -1.585 -2.498
O 2.582 -0.376 -1.892
C 2.747 0.754 -2.738
C 2.711 1.988 -1.881
N 3.723 1.940 -0.816
C 3.714 3.166 -0.025
C 5.027 3.298 0.719
O 4.841 4.202 1.787
C 6.049 4.549 2.411
H 3.982 -1.854 -2.243
H 2.876 -1.651 -3.589
H 2.323 -2.388 -2.097
H 1.983 0.750 -3.526
H 3.711 0.693 -3.259
H 1.739 2.126 -1.387
H 3.033 2.844 -2.479
H 3.460 1.178 -0.199
H 2.854 3.428 0.603
H 3.729 3.928 -0.816
H 5.825 3.591 0.024
H 5.383 2.341 1.134
H 5.902 5.428 3.032
H 6.814 4.835 1.670
H 6.518 3.708 2.939
C -4.895 -6.506 -0.492
O -5.044 -5.134 -0.804
C -3.970 -4.366 -0.310
C -3.860 -3.124 -1.194
N -4.955 -2.159 -0.985
C -5.077 -1.688 0.406
C -5.866 -0.388 0.498
O -5.653 0.528 -0.570
C -6.461 1.684 -0.382
H -4.109 -7.007 -1.061
H -5.863 -6.976 -0.667
H -4.698 -6.686 0.573
H -2.998 -4.859 -0.425
H -4.141 -4.113 0.740
H -3.894 -3.518 -2.210
H -2.911 -2.611 -1.041
H -5.788 -2.696 -1.227
H -4.082 -1.568 0.834
H -5.646 -2.392 1.017
H -5.607 0.141 1.423
H -6.930 -0.622 0.641
H -7.516 1.362 -0.357
H -6.475 2.343 -1.246
H -6.261 2.156 0.577
C 4.428 -11.012 1.991
O 3.698 -10.148 1.147
C 4.311 -8.874 1.094
C 3.519 -7.956 0.156
N 2.692 -7.038 0.870
C 1.672 -6.329 0.107
C 1.152 -5.159 0.925
O -0.139 -4.739 0.546
C -0.155 -4.206 -0.764
H 3.967 -11.995 1.933
H 4.461 -10.589 2.999
H 5.465 -11.162 1.660
H 5.352 -9.001 0.779
H 4.302 -8.388 2.082
H 2.954 -8.594 -0.527
H 4.290 -7.488 -0.485
H 3.183 -6.437 1.514
H 0.974 -7.089 -0.251
H 2.151 -5.904 -0.797
H 1.851 -4.318 0.807
H 1.189 -5.431 1.981
H -1.149 -3.809 -0.960
H -0.088 -5.064 -1.451
H 0.646 -3.509 -1.017
C 2.704 6.632 0.893
C 1.308 7.237 1.098
C 1.064 8.447 0.170
C 0.562 8.139 -1.238
C -0.597 7.115 -1.174
C -0.302 5.861 -0.351
N 0.278 6.214 0.916
O 0.282 5.166 1.864
C -1.649 5.155 -0.173
C 0.640 4.954 -1.202
C 1.221 7.794 2.522
H 2.913 5.897 1.671
H 3.520 7.358 0.875
H 2.791 6.076 -0.041
H 0.423 9.187 0.650
H 2.046 8.900 0.013
H 1.350 7.746 -1.879
H 0.012 8.957 -1.703
H -0.828 6.719 -2.169
H -1.492 7.656 -0.853
H -2.301 5.843 0.372
H -2.141 4.885 -1.108
H -1.551 4.240 0.414
H 1.445 5.600 -1.541
H 1.007 4.218 -0.486
H 0.118 4.444 -2.010
H 0.231 8.093 2.860
H 1.893 8.656 2.562
H 1.647 7.071 3.223
H -0.247 5.538 2.576
C -0.808 -2.027 4.360
C 0.444 -1.591 3.620
C 0.232 -1.618 2.122
C 1.349 -0.956 1.353
C 1.465 0.502 1.773
C 1.610 0.745 3.280
N 0.740 -0.188 3.986
O 0.672 0.078 5.378
C 3.086 0.525 3.710
C 1.241 2.183 3.602
C 1.663 -2.470 3.966
H -0.670 -2.030 5.438
H -1.596 -1.318 4.081
H -1.181 -3.005 4.050
H 0.241 -2.665 1.803
H -0.688 -1.195 1.703
H 2.363 -1.337 1.524
H 1.212 -1.007 0.271
H 0.621 1.086 1.387
H 2.351 0.935 1.302
H 3.647 -0.098 3.002
H 3.111 -0.036 4.644
H 3.656 1.450 3.798
H 1.775 2.877 2.948
H 1.519 2.396 4.633
H 0.184 2.399 3.424
H 1.724 -2.564 5.056
H 1.492 -3.489 3.606
H 2.612 -2.055 3.651
H -0.273 0.212 5.505
C -4.048 -2.144 -4.951
O -4.671 -1.230 -4.403
N -4.623 -2.916 -5.910
N -2.773 -2.429 -4.604
H -4.128 -3.602 -6.448
H -5.583 -2.707 -6.118
H -2.330 -1.829 -3.924
H -2.250 -3.158 -5.053
C -4.341 2.099 -4.430
O -4.984 1.591 -3.512
N -2.977 2.098 -4.401
N -4.924 2.617 -5.551
H -2.449 2.185 -5.250
H -2.643 1.595 -3.588
H -5.912 2.787 -5.515
H -4.489 2.649 -6.454
*
```

C5H8N2O | ωB97M-V/def2-TZVPD

Properties
Energy above the lowest of the compared OMol25 structures with the same formula, charge and spin: 6.3122 eV
LUMO level: 0.6 eV
Calculated total energy: -10336.4139 eV

ORCA input file:
```
! RIJCOSX wB97M-V def2-TZVPD def2/J DEFGRID3
* xyz 0 1
C -0.774 1.920 -0.138
C -0.329 0.352 -0.177
C -1.095 -0.736 -0.246
C -2.662 -0.544 0.241
C 1.859 -0.662 -0.250
H -1.813 1.974 -0.443
H -0.346 2.729 -0.804
H -0.590 2.260 1.053
H -0.796 -1.935 -0.817
H -3.253 0.499 1.029
H 1.391 -1.375 -0.823
H 3.638 -1.579 -0.260
H 3.632 -0.580 1.146
N 1.084 0.164 0.247
N 3.223 -0.886 0.176
O -3.169 -1.600 0.066
*
```

C19H40ClO21PS | ωB97M-V/def2-TZVPD

Properties
LUMO level: 0.1 eV
Calculated total energy: -95998.1333 eV
SMILES: O=P(O)(O)OCCCCS(=O)(=O)Cl.COC(=O)OC.COC(=O)OC.COC(=O)OC.COC(=O)OC.COC(=O)OC

ORCA input file:
```
! RIJCOSX wB97M-V def2-TZVPD def2/J DEFGRID3
* xyz 0 1
O 4.296 -2.121 -1.431
P 4.409 -0.793 -1.954
O 5.035 0.175 -0.914
O 5.336 -0.746 -3.227
O 3.037 -0.217 -2.428
C 2.997 1.227 -2.614
C 1.566 1.687 -2.772
C 0.644 0.630 -3.362
C -0.075 0.041 -2.175
S -1.083 -1.343 -2.573
O -0.307 -2.433 -2.994
O -2.108 -0.977 -3.463
Cl -1.867 -1.809 -0.749
H 5.607 -0.346 -0.331
H 4.785 -0.524 -3.991
H 3.405 1.713 -1.745
H 3.588 1.504 -3.475
H 1.211 1.913 -1.780
H 1.566 2.618 -3.312
H 1.167 -0.119 -3.922
H -0.059 1.109 -4.015
H -0.734 0.799 -1.790
H 0.638 -0.206 -1.413
C 0.471 -0.263 3.859
O 0.894 -1.503 3.305
C 1.994 -1.432 2.554
O 2.631 -0.433 2.328
O 2.243 -2.645 2.103
C 3.410 -2.784 1.272
H -0.424 -0.471 4.438
H 1.236 0.152 4.513
H 0.228 0.438 3.068
H 4.309 -2.536 1.835
H 3.342 -2.175 0.379
H 3.456 -3.828 0.981
C -7.740 -2.244 1.125
O -6.654 -1.443 0.648
C -6.504 -1.468 -0.686
O -7.189 -2.082 -1.453
O -5.462 -0.702 -1.008
C -5.154 -0.604 -2.403
H -7.748 -2.135 2.205
H -8.685 -1.889 0.720
H -7.588 -3.289 0.870
H -5.965 -0.130 -2.951
H -4.918 -1.574 -2.833
H -4.272 0.023 -2.449
C -5.019 0.701 1.479
O -5.467 2.011 1.897
C -5.614 2.129 3.209
O -5.393 1.280 4.030
O -6.053 3.365 3.467
C -6.257 3.637 4.855
H -4.922 0.722 0.410
H -4.046 0.475 1.915
H -5.745 -0.051 1.749
H -5.325 3.540 5.408
H -7.010 2.971 5.271
H -6.609 4.662 4.921
C 10.069 -6.137 -0.075
O 9.271 -4.956 -0.162
C 8.496 -4.898 -1.247
O 8.433 -5.733 -2.108
O 7.811 -3.761 -1.206
C 6.925 -3.558 -2.315
H 10.643 -6.055 0.842
H 9.441 -7.023 -0.029
H 10.750 -6.204 -0.921
H 6.171 -4.338 -2.354
H 7.484 -3.525 -3.249
H 6.434 -2.606 -2.151
C 0.239 6.247 0.807
O -0.673 5.165 0.592
C -1.935 5.480 0.895
O -2.298 6.551 1.299
O -2.723 4.445 0.624
C -4.107 4.742 0.859
H 1.223 5.891 0.524
H -0.024 7.099 0.185
H 0.250 6.540 1.855
H -4.410 5.569 0.220
H -4.281 4.989 1.903
H -4.692 3.868 0.607
*
```